{
  "formula": "H4O2",
  "method": "ωB97M-V with the def2-TZVPD basis set",
  "homo_ev": -10.863,
  "largest_force_ha_per_bohr": 0.050,
  "relative_energy_kcal_mol": 4.3,
  "spin_multiplicity": 1,
  "charge": 0,
  "orbital_gap_ev": 11.6,
  "elements": ["O", "H", "H", "O", "H", "H"],
  "coordinates": [[0.5204, 0.8893, 0.9158], [-0.0650, 0.6190, 0.1746], [-0.1374, 0.9972, 1.6300], [-0.4408, -0.7632, -0.9052], [0.4944, -1.0913, -0.8148], [-0.9286, -1.5331, -1.0748]],
  "forces_ev_per_a": [[-1.1362, 0.1587, 0.1732], [0.5615, 0.1381, 0.5034], [0.6985, 0.0031, -0.3025], [2.4701, 0.7203, 0.0772], [-1.3252, 0.5881, -0.0565], [-1.2688, -1.6082, -0.3948]],
  "mulliken_charge": [-0.663, 0.374, 0.308, -0.665, 0.343, 0.304]
}


{
  "formula": "H4O2Si",
  "method": "ωB97M-V with the def2-TZVPD basis set",
  "homo_ev": -10.686,
  "largest_force_ha_per_bohr": 0.058,
  "relative_energy_kcal_mol": 115.5,
  "spin_multiplicity": 1,
  "charge": 0,
  "orbital_gap_ev": 11.2,
  "elements": ["O", "O", "Si", "H", "H", "H", "H"],
  "coordinates": [[-1.9117, 0.4259, -0.1035], [-0.8383, -0.5484, 0.1892], [0.7231, -0.0312, 0.2196], [-1.5887, 0.5361, -1.0078], [1.1390, 0.0695, 1.6013], [1.3077, 0.9191, -0.6360], [1.1689, -1.3709, -0.2628]],
  "forces_ev_per_a": [[1.5018, -0.4214, -0.0772], [-1.8923, 0.4160, -0.2072], [0.6891, -2.7833, 0.9028], [-1.0162, 0.5344, -0.2884], [0.2268, 0.5883, 0.4944], [-0.0208, 1.3941, -0.9198], [0.5115, 0.2720, 0.0953]],
  "mulliken_charge": [-0.318, -0.211, 0.516, 0.340, -0.106, -0.120, -0.101]
}


{
  "formula": "H4O3SSi",
  "method": "ωB97M-V with the def2-TZVPD basis set",
  "homo_ev": -9.942,
  "largest_force_ha_per_bohr": 0.107,
  "relative_energy_kcal_mol": 13.2,
  "spin_multiplicity": 1,
  "charge": 0,
  "orbital_gap_ev": 10.2,
  "elements": ["O", "Si", "O", "O", "S", "H", "H", "H", "H"],
  "coordinates": [[1.4759, 0.1921, -0.0441], [-0.0245, -0.3551, -0.0892], [-0.3312, -1.4870, -1.1651], [-0.9865, 1.1925, -0.6253], [-0.5968, -0.8889, 1.8875], [2.1671, -0.3226, 0.4971], [-1.0862, -2.0114, -1.3021], [-0.6132, 2.0123, -0.3365], [-0.6000, 0.3382, 2.4810]],
  "forces_ev_per_a": [[2.8677, -1.1406, 0.9334], [-3.0117, 4.5922, -0.2640], [1.5911, 0.2983, -0.0867], [1.3313, -4.1951, 0.6519], [-0.3184, -0.2021, 0.3879], [-1.7436, 1.2204, -1.3109], [-1.4033, -0.7229, -0.0677], [0.5705, 0.5430, 0.3664], [0.1164, -0.3932, -0.6102]],
  "mulliken_charge": [-0.441, 0.689, -0.402, -0.581, -0.348, 0.336, 0.326, 0.263, 0.157]
}


{
  "formula": "H4OS2",
  "method": "ωB97M-V with the def2-TZVPD basis set",
  "homo_ev": -9.317,
  "largest_force_ha_per_bohr": 0.040,
  "relative_energy_kcal_mol": 8.0,
  "spin_multiplicity": 1,
  "charge": 0,
  "orbital_gap_ev": 9.5,
  "elements": ["S", "S", "H", "H", "O", "H", "H"],
  "coordinates": [[1.0989, 1.1124, 1.0796], [0.2320, 1.3140, -0.8073], [-0.1606, 1.2677, 1.5234], [0.9462, 2.4495, -1.2830], [-1.0832, -2.0072, -0.0598], [-0.5732, -2.8177, -0.1412], [-0.4601, -1.3187, -0.3117]],
  "forces_ev_per_a": [[-0.8307, 0.0817, -0.4227], [1.2746, 1.2696, -0.9790], [0.4183, 0.0155, 0.7332], [-0.8816, -1.3490, 0.6771], [0.0309, 0.0119, -0.0117], [-0.0272, -0.0849, 0.0261], [0.0157, 0.0552, -0.0230]],
  "mulliken_charge": [-0.158, -0.251, 0.201, 0.191, -0.594, 0.315, 0.296]
}


{
  "formula": "H4S2",
  "method": "ωB97M-V with the def2-TZVPD basis set",
  "homo_ev": -9.824,
  "largest_force_ha_per_bohr": 0.015,
  "relative_energy_kcal_mol": 6.7,
  "spin_multiplicity": 1,
  "charge": 0,
  "orbital_gap_ev": 10.7,
  "elements": ["S", "H", "H", "S", "H", "H"],
  "coordinates": [[-0.0985, -0.1464, -1.6640], [0.8490, -0.9931, -1.2368], [-0.0267, 0.6076, -0.5588], [0.1216, 0.2117, 1.5562], [-0.6991, -0.5462, 0.8169], [-0.4928, -0.1123, 2.7035]],
  "forces_ev_per_a": [[0.0166, -0.0374, -0.5189], [-0.0159, 0.0683, 0.0230], [0.0692, 0.2026, -0.6098], [-0.0989, -0.2381, 0.7250], [-0.0219, -0.0757, 0.3329], [0.0508, 0.0802, 0.0476]],
  "mulliken_charge": [-0.294, 0.175, 0.131, -0.325, 0.171, 0.142]
}


{
  "formula": "H4S3",
  "method": "ωB97M-V with the def2-TZVPD basis set",
  "homo_ev": -9.201,
  "largest_force_ha_per_bohr": 0.076,
  "relative_energy_kcal_mol": 28.5,
  "spin_multiplicity": 1,
  "charge": 0,
  "orbital_gap_ev": 9.4,
  "elements": ["S", "S", "H", "H", "S", "H", "H"],
  "coordinates": [[3.3779, 3.3927, -4.2271], [1.8724, 1.9734, -3.7710], [3.4819, 3.0602, -5.5130], [2.3926, 1.2494, -2.7863], [-3.9759, -3.0394, 5.2636], [-3.6667, -4.2811, 4.7646], [-3.4822, -2.3552, 6.2692]],
  "forces_ev_per_a": [[-0.5487, -0.5002, 0.6052], [-0.2520, 0.7718, -0.5721], [0.1151, -0.2355, -0.1550], [0.6855, -0.0361, 0.1219], [-2.7728, 0.5828, -2.6581], [1.1870, 0.5507, 1.6791], [1.5858, -1.1336, 0.9790]],
  "mulliken_charge": [-0.160, -0.173, 0.170, 0.163, -0.331, 0.173, 0.158]
}


{
  "formula": "H4S4",
  "method": "ωB97M-V with the def2-TZVPD basis set",
  "homo_ev": -9.283,
  "largest_force_ha_per_bohr": 0.026,
  "relative_energy_kcal_mol": 1.9,
  "spin_multiplicity": 1,
  "charge": 0,
  "orbital_gap_ev": 9.3,
  "elements": ["S", "S", "H", "H", "S", "S", "H", "H"],
  "coordinates": [[-2.5436, 0.6467, -2.8448], [-1.0939, -0.8577, -3.3425], [-2.2041, 1.5787, -3.7606], [-0.0777, -0.3696, -2.5998], [0.5739, 2.9866, -3.4780], [1.9528, 1.7981, -2.5148], [-0.2858, 3.1536, -2.4506], [2.3730, 2.6331, -1.5408]],
  "forces_ev_per_a": [[0.8503, -0.7791, -0.2756], [-0.7275, 1.0662, 0.3066], [0.0435, -0.2552, 0.0446], [-0.1709, -0.0351, -0.0641], [0.0305, 0.3501, 0.2552], [-0.0208, -0.2157, 0.2418], [0.0150, -0.1901, -0.2069], [-0.0200, 0.0588, -0.3016]],
  "mulliken_charge": [-0.181, -0.139, 0.159, 0.158, -0.166, -0.181, 0.182, 0.166]
}


{
  "formula": "H4SSi2",
  "method": "ωB97M-V with the def2-TZVPD basis set",
  "homo_ev": -9.125,
  "largest_force_ha_per_bohr": 0.068,
  "relative_energy_kcal_mol": 79.6,
  "spin_multiplicity": 1,
  "charge": 0,
  "orbital_gap_ev": 7.4,
  "elements": ["Si", "Si", "S", "H", "H", "H", "H"],
  "coordinates": [[2.4634, -0.0870, -0.5631], [-1.5567, 1.4218, 0.0263], [4.0833, 0.6756, 0.4574], [1.3697, -0.8116, 0.1457], [2.6091, -0.1080, -2.0468], [-0.9518, 1.9247, -1.5687], [-0.6203, 2.5061, 0.5974]],
  "forces_ev_per_a": [[3.0601, 0.9916, 1.3882], [1.0862, 1.0594, -1.9395], [-2.4334, -1.0018, -1.2829], [-0.0359, 0.2219, -0.4668], [-0.6237, -0.1577, 0.3263], [-0.7886, -0.7922, 1.9446], [-0.2648, -0.3213, 0.0300]],
  "mulliken_charge": [0.369, 0.089, -0.326, -0.037, -0.010, -0.056, -0.028]
}


{
  "formula": "H5N2O2P",
  "method": "ωB97M-V with the def2-TZVPD basis set",
  "homo_ev": -9.330,
  "largest_force_ha_per_bohr": 0.057,
  "relative_energy_kcal_mol": 91.2,
  "spin_multiplicity": 1,
  "charge": 0,
  "orbital_gap_ev": 9.4,
  "elements": ["H", "N", "P", "O", "H", "N", "O", "H", "H", "H"],
  "coordinates": [[0.7996, -1.1436, 2.7244], [0.6479, -1.1154, 1.7077], [-0.5892, -2.0550, 1.3309], [-0.4412, -2.2521, -0.2965], [0.4293, -2.1446, -0.7378], [-0.0168, 0.6984, -0.6464], [-1.3879, 1.0220, -0.5092], [0.2487, 1.1795, -1.4366], [0.5865, 0.9679, 0.1186], [-1.9548, 0.2741, -0.7397]],
  "forces_ev_per_a": [[-0.2539, 0.3611, -0.2444], [-1.2383, -1.7697, 0.2223], [2.2894, 1.3597, -1.2041], [-0.2356, -0.4882, 0.6609], [-0.6196, 0.4679, 0.7421], [-0.6360, -2.0985, 0.2392], [-0.1678, 1.0354, 0.9371], [0.8771, 1.3354, -2.0033], [-0.8935, 0.2112, 0.6443], [0.8784, -0.4144, 0.0059]],
  "mulliken_charge": [0.233, -0.476, 0.365, -0.483, 0.358, -0.311, -0.425, 0.209, 0.215, 0.316]
}


{
  "formula": "H5N2OP",
  "method": "ωB97M-V with the def2-TZVPD basis set",
  "homo_ev": -8.353,
  "largest_force_ha_per_bohr": 0.072,
  "relative_energy_kcal_mol": 101.6,
  "spin_multiplicity": 1,
  "charge": 0,
  "orbital_gap_ev": 9.4,
  "elements": ["N", "N", "O", "P", "H", "H", "H", "H", "H"],
  "coordinates": [[-1.9636, 0.6860, -0.0525], [1.6422, -0.1383, -0.0253], [-0.8979, -0.1524, 0.2376], [0.4844, 0.8761, 0.5751], [-2.6718, 0.7128, 0.6810], [-2.3194, 0.3484, -1.0218], [2.6113, 0.0313, 0.3276], [1.6907, -0.8612, -0.8304], [0.3137, 2.0022, -0.8421]],
  "forces_ev_per_a": [[-1.3918, 0.4973, -2.7999], [2.6039, -2.1256, -0.9954], [2.0433, 0.5379, 0.8217], [-1.6144, 1.0407, -3.1506], [0.2233, -0.7295, -0.3184], [0.3697, 0.8557, 2.5950], [-1.4431, -0.3248, -0.2493], [-0.7198, 2.1289, 1.7852], [-0.0712, -1.8805, 2.3118]],
  "mulliken_charge": [-0.418, -0.395, -0.282, 0.153, 0.217, 0.243, 0.242, 0.241, -0.002]
}


Repeat the third record exactly.
{
  "formula": "H4O3SSi",
  "method": "ωB97M-V with the def2-TZVPD basis set",
  "homo_ev": -9.942,
  "largest_force_ha_per_bohr": 0.107,
  "relative_energy_kcal_mol": 13.2,
  "spin_multiplicity": 1,
  "charge": 0,
  "orbital_gap_ev": 10.2,
  "elements": ["O", "Si", "O", "O", "S", "H", "H", "H", "H"],
  "coordinates": [[1.4759, 0.1921, -0.0441], [-0.0245, -0.3551, -0.0892], [-0.3312, -1.4870, -1.1651], [-0.9865, 1.1925, -0.6253], [-0.5968, -0.8889, 1.8875], [2.1671, -0.3226, 0.4971], [-1.0862, -2.0114, -1.3021], [-0.6132, 2.0123, -0.3365], [-0.6000, 0.3382, 2.4810]],
  "forces_ev_per_a": [[2.8677, -1.1406, 0.9334], [-3.0117, 4.5922, -0.2640], [1.5911, 0.2983, -0.0867], [1.3313, -4.1951, 0.6519], [-0.3184, -0.2021, 0.3879], [-1.7436, 1.2204, -1.3109], [-1.4033, -0.7229, -0.0677], [0.5705, 0.5430, 0.3664], [0.1164, -0.3932, -0.6102]],
  "mulliken_charge": [-0.441, 0.689, -0.402, -0.581, -0.348, 0.336, 0.326, 0.263, 0.157]
}